Computed, not measured: a molecular structure, C56H47Cl2NO3P2Pd at a distorted geometry, with ωB97M-V/def2-TZVPD.

Structure (ORCA input):
```
! wB97M-V def2-TZVPD RIJCOSX def2/J DEFGRID3
* xyz 2 1
Pd -0.4434 -1.2291 0.1812
O 1.6212 -0.9594 -1.7548
C 1.4195 -2.3148 -1.6490
C 2.4225 -3.2371 -1.4021
C 2.0507 -4.5624 -1.2428
C 0.7198 -4.9641 -1.3301
C -0.2701 -4.0390 -1.5829
C 0.0812 -2.6934 -1.7799
P -1.0367 -1.3500 -2.2860
C -0.4646 -1.0372 -3.9811
C 0.1034 0.1605 -4.4134
C 0.5247 0.2811 -5.7281
C 0.3787 -0.7799 -6.6122
C -0.1818 -1.9734 -6.1845
C -0.5938 -2.1064 -4.8674
C -2.7151 -1.9653 -2.2837
C -3.1926 -2.8002 -1.2724
C -4.5312 -3.1690 -1.2565
C -5.3908 -2.6907 -2.2310
C -4.9229 -1.8419 -3.2286
C -3.5926 -1.4717 -3.2569
C 2.8648 -0.4594 -1.3675
C 3.8585 -0.2796 -2.3059
C 5.0597 0.2692 -1.8764
C 5.2447 0.6189 -0.5433
C 4.2325 0.4180 0.3808
C 3.0114 -0.1192 -0.0354
P 1.6772 -0.3918 1.1402
C 2.4421 -0.8463 2.6855
C 3.1826 -2.0342 2.6792
C 3.8080 -2.4637 3.8337
C 3.6948 -1.7150 4.9997
C 2.9670 -0.5340 5.0068
C 2.3319 -0.0963 3.8550
C 0.7515 1.1197 1.2424
C 0.9268 2.0379 0.0452
C -0.3209 4.0930 1.0885
C -1.3078 3.3835 1.9844
C -1.2020 2.1568 2.4980
C -0.1891 1.1654 2.2192
H 3.4568 -2.9321 -1.3294
H 2.8157 -5.3005 -1.0407
H 0.4565 -6.0044 -1.2038
H -1.2950 -4.3578 -1.6836
H 0.2117 1.0011 -3.7412
H 0.9600 1.2122 -6.0652
H 0.7010 -0.6747 -7.6392
H -0.2990 -2.7995 -6.8720
H -1.0312 -3.0445 -4.5425
H -2.5527 -3.1350 -0.4663
H -4.8974 -3.8210 -0.4755
H -6.4356 -2.9700 -2.2110
H -5.6003 -1.4699 -3.9849
H -3.2295 -0.8214 -4.0444
H 3.6904 -0.5577 -3.3375
H 5.8581 0.4243 -2.5891
H 6.1849 1.0452 -0.2235
H 4.3854 0.6763 1.4212
H 3.2703 -2.6225 1.7723
H 4.3796 -3.3812 3.8292
H 4.1774 -2.0545 5.9059
H 2.8994 0.0570 5.9096
H 1.7867 0.8369 3.8696
H 1.9969 2.1813 -0.1198
H -0.8836 4.8634 0.5600
H -2.1857 3.9532 2.2659
H -1.9784 1.8335 3.1808
H -0.2343 0.2957 2.8722
Cl 2.8815 3.4201 1.9167
C 1.8888 4.7595 2.4543
C 2.5344 5.6107 3.3383
C 1.8847 6.7267 3.8234
C 0.5948 6.9914 3.4052
C -0.0223 6.1235 2.5237
Cl -1.6316 6.5936 2.0271
C 0.5797 4.9607 2.0133
N 0.1978 3.2796 0.0032
C -0.1513 3.6631 -1.3335
C 0.6994 4.5048 -2.0347
C 0.4538 4.8242 -3.3645
C -0.6483 4.2799 -4.0041
C -1.5140 3.4524 -3.3025
C -1.2923 3.1486 -1.9652
C -2.2945 2.2884 -1.2230
C -1.8825 0.8730 -0.9977
O -1.3287 0.2599 -2.0753
O -2.0063 0.2848 0.0487
H 3.5492 5.3857 3.6327
H 2.3826 7.3939 4.5123
H 0.0613 7.8656 3.7475
H 0.6030 1.4595 -0.8356
H 1.5653 4.9043 -1.5215
H 1.1196 5.4914 -3.8943
H -0.8447 4.5081 -5.0428
H -2.3886 3.0486 -3.7996
H -3.2303 2.2600 -1.7896
H -2.5130 2.6803 -0.2319
C -3.1430 -4.9314 2.9855
C -2.6156 -3.5849 3.4949
C -3.7949 -2.6745 3.8617
C -1.7191 -3.8006 4.7177
C -1.8293 -2.9361 2.4245
C -1.1654 -2.4095 1.5578
H -3.7452 -5.4100 3.7583
H -2.3216 -5.5999 2.7267
H -3.7698 -4.7945 2.1028
H -4.4440 -3.1755 4.5805
H -4.3862 -2.4250 2.9800
H -3.4413 -1.7463 4.3123
H -2.3066 -4.2197 5.5358
H -1.2877 -2.8572 5.0540
H -0.9058 -4.4903 4.4917
*
```

The molar mass is 1021.27 g mol⁻¹. Its relative energy (zero: lowest compared OMol25 entry of this formula, charge and spin) is 5.0205 eV. The largest force on an atom comes out at 3.01 eV Å⁻¹. The lowest unoccupied orbital energy (spin up / spin down) comes out at -7.42 / -6.74 eV. As for the frontier orbital gap (spin up / spin down): 5.4771 / 6.0494 eV.

Löwdin population analysis, charges in e, atoms 1 to 2:
1. Pd 0.722
2. O -0.063